Record 1
Molecular formula: C5H14NO
Method: DFT, ωB97M-V/def2-TZVPD

XYZ file:
```
21
C5H14NO | OMol25 | ωB97M-V/def2-TZVPD
C 0.5003 0.0270 -2.0083
C 0.1225 1.2590 -1.7020
O -0.7779 1.4691 -0.6563
C 0.5537 2.4977 -2.4165
H 1.2264 -0.1182 -2.7873
H 0.0732 -0.8517 -1.5407
H -1.1181 2.3712 -0.7334
H 1.2638 2.2597 -3.2015
H -0.3219 2.9453 -2.8980
H 0.9850 3.2393 -1.7442
C -0.4921 -2.3081 2.6115
C -0.3676 -1.6579 1.2469
N 0.1500 -0.2409 1.3786
H -0.8242 -3.3361 2.4872
H 0.4554 -2.3181 3.1476
H -1.2466 -1.8015 3.2154
H 0.3470 -2.1803 0.6169
H -1.3209 -1.5874 0.7308
H -0.2701 0.2153 2.1941
H -0.1014 0.3377 0.5571
H 1.1634 -0.2211 1.5021
```

Frontier orbital gap = 9.81 eV
E = -328.65097 hartree
Spin multiplicity = 1
Charge = +1



Record 2
Molecular formula: C4H8O2
Method: DFT, ωB97M-V/def2-TZVPD

XYZ file:
```
14
C4H8O2 | OMol25 | ωB97M-V/def2-TZVPD
C -1.6149 -0.0676 -0.6989
O -1.1669 0.9564 -0.0657
C -0.3179 0.9021 0.9509
C 0.5690 -0.2836 1.1462
C 1.4889 0.3752 0.1481
O 1.4344 0.2560 -1.0701
H -1.4871 -1.0516 -0.2724
H -0.2182 -1.4835 -1.9183
H -2.2328 0.1194 -1.5622
H -0.1827 1.8492 1.4406
H 0.1753 -1.2630 0.8633
H 0.9746 -0.3292 2.1599
H 2.2027 1.0774 0.6099
H 0.3755 -1.0572 -1.7314
```

Frontier orbital gap (alpha / beta) = 8.06 / 7.49 eV
E = -307.48721 hartree
Spin multiplicity = 1
Charge = 0



Record 3
Molecular formula: C5H7NO2
Method: DFT, ωB97M-V/def2-TZVPD

XYZ file:
```
15
C5H7NO2 | OMol25 | ωB97M-V/def2-TZVPD
C 1.6545 0.2721 -0.5682
C 0.0832 0.0032 -0.2604
C -1.5033 -1.6767 0.0645
C -2.0330 -0.4550 0.2062
C -1.1408 0.5941 0.0454
H 3.4648 0.4481 0.5074
H 1.9791 0.1439 1.5194
H 1.6696 1.2608 -1.1133
H 1.9200 -0.3160 -1.4001
H -1.7544 -2.7344 0.1133
H -3.0952 -0.2191 0.6428
H -2.2166 2.3040 0.0571
N 2.5205 -0.1488 0.6034
O -0.1566 -1.4114 -0.3743
O -1.3917 1.9350 -0.0434
```

Frontier orbital gap = 9.04 eV
E = -399.85023 hartree
Structure (SMILES) = NCc1occc1O
Spin multiplicity = 1
Charge = 0



Record 4
Molecular formula: C20H24N4O2S
Method: DFT, ωB97M-V/def2-TZVPD

XYZ file:
```
51
C20H24N4O2S | OMol25 | ωB97M-V/def2-TZVPD
C -5.9306 -2.5445 0.5631
C -4.6842 -1.7956 0.2086
C -3.4383 -2.3617 0.4471
C -2.2726 -1.6879 0.1256
C -2.3630 -0.4342 -0.4427
C -3.5909 0.1469 -0.6890
C -4.7641 -0.5222 -0.3710
C -6.0922 0.1105 -0.6463
H -6.6777 -0.5089 -1.3244
H -6.6628 0.2213 0.2750
H -5.9633 1.0906 -1.0962
H -3.6147 1.1229 -1.1478
S -0.8855 0.4963 -0.8206
O 0.2225 -0.4265 -0.8300
O -1.1138 1.2912 -1.9902
N -0.8544 1.5100 0.5299
C 0.0533 1.0947 1.5791
C 1.4178 1.7929 1.4198
N 1.5622 2.1375 0.0210
C 2.9318 2.3271 -0.4088
C 3.6682 1.0322 -0.3419
N 4.9230 0.8928 -0.0175
C 5.1727 -0.4553 -0.1006
C 6.3376 -1.1761 0.1352
C 6.2850 -2.5456 -0.0189
C 5.1099 -3.1987 -0.3978
C 3.9420 -2.5035 -0.6384
C 3.9861 -1.1270 -0.4874
N 3.0477 -0.1437 -0.6417
H 2.0608 -0.2518 -0.8517
H 3.0310 -3.0021 -0.9334
H 5.1193 -4.2738 -0.5051
H 7.1738 -3.1345 0.1567
H 7.2449 -0.6718 0.4274
H 2.9103 2.6691 -1.4493
H 3.4763 3.0802 0.1851
C 0.6800 3.2286 -0.3336
C -0.7257 2.9161 0.2135
H -1.4852 3.1554 -0.5286
H -0.9318 3.4765 1.1295
H 1.0340 4.1966 0.0679
H 0.6467 3.2900 -1.4236
H 1.4705 2.6890 2.0642
H 2.2238 1.1193 1.7115
H 0.1624 0.0145 1.4910
H -0.3995 1.3283 2.5482
H -1.3015 -2.1245 0.2938
H -3.3798 -3.3456 0.8889
H -6.5278 -1.9782 1.2766
H -5.6906 -3.5097 1.0004
H -6.5432 -2.7073 -0.3227
```

Frontier orbital gap = 8.66 eV
E = -1544.23110 hartree
Structure (SMILES) = Cc1ccc(S(=O)(=O)N2CCN(Cc3nc4ccccc4[nH]3)CC2)cc1C
Spin multiplicity = 1
Charge = 0